Here is a molecular structure, C45H68N2O5STi from the Open Molecules 2025 dataset. Energies are from ωB97M-V with the def2-TZVPD basis set.

Results
Frontier orbital gap (alpha / beta) = 4.12 / 5.20 eV
Energy above the lowest of the compared OMol25 structures with the same formula, charge and spin = 197.4 kJ/mol
F_max = 0.378 eV/Å
E = -3488.97130 Ha
Multiplicity = 3
Total charge = -2
E_HOMO (alpha / beta) = 0.00220 / -0.03784 Eh
LUMO level (alpha / beta) = 4.18 / 4.17 eV

Last column: Mulliken charge in e.
Element x y z (Å)
1 Ti 0.6699 0.4357 0.9753  -0.463
2 C 7.3223 0.5506 3.1019  -0.729
3 O 6.5859 0.4070 4.2891  -0.495
4 C 5.2054 0.3637 4.1597  1.137
5 C 4.4829 0.1678 5.3272  -1.143
6 C 3.0984 0.1089 5.2639  -0.893
7 C 2.3664 0.2395 4.0569  0.749
8 C 0.9541 0.1560 4.0011  0.986
9 C 0.0690 0.0413 5.2045  -1.928
10 O 0.2721 0.1136 2.8622  -0.102
11 C 3.1429 0.4548 2.8515  -0.645
12 O 2.5944 0.6048 1.6841  -0.055
13 C 4.5438 0.5057 2.9439  -0.350
14 H 8.3743 0.5387 3.3868  0.231
15 H 7.0986 1.4950 2.5947  0.278
16 H 7.1288 -0.2695 2.4024  0.289
17 H 5.0071 0.0559 6.2684  0.395
18 H 2.5625 -0.0608 6.1888  0.138
19 H 0.6024 0.0791 6.1517  0.379
20 H -0.4985 -0.8975 5.1636  0.263
21 H -0.6706 0.8510 5.1954  0.225
22 H 5.0661 0.6654 2.0110  0.209
23 C 2.5898 2.9911 -3.9985  -1.751
24 C 1.1759 2.8947 -3.4132  1.308
25 C 0.1770 3.3682 -4.4759  -1.879
26 C 1.0401 3.6739 -2.1097  0.683
27 C 0.9912 5.0598 -2.2218  -0.116
28 C 0.7265 5.8906 -1.1492  -1.769
29 C 0.4791 5.2973 0.0788  0.039
30 C 0.5516 3.9268 0.2597  0.366
31 C 0.2241 3.4065 1.6473  2.299
32 C 1.0610 4.0589 2.7494  -1.885
33 C -1.2742 3.5017 1.9394  -1.625
34 C 0.8880 3.0648 -0.8286  -0.246
35 N 1.0284 1.7217 -0.5729  0.728
36 C 1.8631 0.9016 -1.3446  -0.794
37 C 1.8294 -0.4494 -1.2459  -0.876
38 N 0.9970 -1.1022 -0.3444  1.877
39 C 0.8514 -2.4831 -0.4383  -0.583
40 C 0.2462 -3.0907 -1.5649  0.265
41 C 0.1781 -4.4797 -1.6297  -0.223
42 C 0.6365 -5.2813 -0.5956  -1.526
43 C 1.1824 -4.6811 0.5286  -0.362
44 C 1.3087 -3.2998 0.6238  0.767
45 C 2.0300 -2.7016 1.8198  2.595
46 C 1.4682 -3.1457 3.1687  -1.546
47 C 3.5313 -2.9907 1.7379  -2.073
48 C -0.3944 -2.2606 -2.6645  1.930
49 C -1.7853 -2.7884 -3.0248  -1.394
50 C 0.4752 -2.1979 -3.9220  -1.769
51 H 2.6857 2.3645 -4.8902  0.377
52 H 3.3559 2.6914 -3.2836  0.393
53 H 2.8006 4.0255 -4.2881  0.371
54 H 0.9473 1.8494 -3.2089  0.063
55 H 0.4383 4.3565 -4.8643  0.446
56 H -0.8356 3.4138 -4.0786  0.368
57 H 0.1764 2.6748 -5.3207  0.465
58 H 1.1340 5.5038 -3.2011  0.186
59 H 0.6796 6.9661 -1.2730  0.320
60 H 0.2232 5.9219 0.9283  0.298
61 H 0.4811 2.3542 1.7303  -0.528
62 H 0.8534 5.1283 2.8352  0.370
63 H 2.1248 3.9267 2.5475  0.415
64 H 0.8399 3.5892 3.7109  0.362
65 H -1.5927 4.5480 1.9655  0.426
66 H -1.5034 3.0396 2.9030  0.333
67 H -1.8448 2.9812 1.1694  0.183
68 H 2.6787 1.3459 -1.9015  -0.056
69 H 2.5712 -1.0313 -1.7907  0.501
70 H -0.2756 -4.9443 -2.4982  0.327
71 H 0.5615 -6.3612 -0.6618  0.321
72 H 1.5467 -5.3012 1.3416  0.326
73 H 1.9269 -1.6211 1.7640  -1.239
74 H 1.5334 -4.2305 3.3009  0.392
75 H 0.4243 -2.8469 3.2777  0.009
76 H 2.0301 -2.6680 3.9749  0.453
77 H 3.7301 -4.0655 1.8090  0.356
78 H 4.0576 -2.4800 2.5482  0.483
79 H 3.9367 -2.6300 0.7906  0.380
80 H -0.5313 -1.2438 -2.2909  -0.633
81 H -1.7359 -3.7502 -3.5472  0.504
82 H -2.2949 -2.0655 -3.6593  0.063
83 H -2.3976 -2.9118 -2.1302  0.112
84 H 0.6239 -3.2002 -4.3396  0.329
85 H 1.4537 -1.7682 -3.7061  0.318
86 H -0.0084 -1.5776 -4.6805  0.422
87 C -2.6041 0.8119 -4.6261  -1.341
88 C -3.5015 0.9205 -3.3695  1.572
89 C -4.8472 0.2239 -3.7016  -1.767
90 C -3.8004 2.4207 -3.1213  -1.905
91 O -2.9059 0.3689 -2.2858  -0.105
92 H -3.0350 1.2995 -5.5110  0.452
93 H -2.4352 -0.2424 -4.8591  0.283
94 H -1.6359 1.2622 -4.4060  -0.084
95 H -5.3577 0.6609 -4.5702  0.404
96 H -5.5105 0.2993 -2.8343  0.174
97 H -4.6639 -0.8370 -3.8980  0.268
98 H -4.2012 2.9433 -4.0005  0.406
99 H -2.8779 2.9069 -2.7983  0.203
100 H -4.5215 2.5111 -2.3024  0.411
101 C -6.3286 -0.6548 -0.1967  -1.758
102 C -4.9311 -1.2643 -0.2356  0.458
103 C -3.8964 -0.2633 0.2421  -1.078
104 S -2.2043 -0.8464 0.1137  0.830
105 O -1.4516 0.3229 0.7407  -0.714
106 C -2.2088 -2.0910 1.4441  -0.159
107 C -2.3333 -3.5178 0.9230  1.056
108 C -2.2736 -4.5378 2.0545  -1.804
109 H -7.0802 -1.3586 -0.5610  0.404
110 H -6.3735 0.2396 -0.8201  0.328
111 H -6.6003 -0.3667 0.8225  0.404
112 H -4.6768 -1.5504 -1.2595  -0.005
113 H -4.9169 -2.1669 0.3818  0.217
114 H -4.0378 0.0423 1.2831  0.831
115 H -3.8599 0.5920 -0.4393  0.090
116 H -2.9852 -1.8372 2.1719  0.972
117 H -1.2407 -1.9372 1.9287  -1.016
118 H -1.5241 -3.7100 0.2167  -0.661
119 H -3.2663 -3.6421 0.3671  0.415
120 H -1.3274 -4.4578 2.5911  0.245
121 H -2.3502 -5.5555 1.6664  0.418
122 H -3.0841 -4.3842 2.7731  0.424